37
Properties=species:S:1:pos:R:3 method="wB97M-V/def2-TZVPD" de_lowest_kcal_mol=37.92 e_lumo_ev=-0.09 gap_ev=7.05 e_homo_ev=-7.13 total_charge=-1
O -2.5613 -1.3007 2.7551
V -1.7852 0.0479 2.5049
O -2.0994 0.9420 3.7749
O 5.1541 -0.2261 -2.3910
C 3.9670 -0.6134 -2.2733
O 3.3996 -1.5301 -1.4755
B 1.9356 -1.5379 -1.5956
O 1.7639 -0.7730 -2.8828
C 2.8857 -0.1605 -3.1995
O 3.1629 0.5919 -4.1348
O 1.2340 -0.7903 -0.4830
C 0.1813 -1.5131 -0.0596
O -0.6313 -1.1573 0.8469
C 0.1887 -2.8572 -0.8810
O 1.2735 -2.8868 -1.6596
O -0.6224 -3.7770 -0.7932
O 4.5554 2.5852 -1.7918
C 3.6429 2.9098 -1.0426
O 2.6729 2.1067 -0.6446
B 1.7938 2.7951 0.3234
O 2.3985 4.1095 0.4916
C 3.4101 4.2621 -0.3866
O 3.9650 5.2945 -0.7150
O 1.7750 2.0553 1.5886
C 0.5627 1.5561 1.7688
O 0.1964 0.8592 2.6423
C -0.3262 2.0230 0.6394
O 0.3787 2.9162 -0.1013
O -1.5304 1.7449 0.5942
Br -4.2720 -0.0765 0.6082
C -4.7329 -1.9624 0.5077
C -5.4430 -2.4633 1.7141
Br -5.8729 -4.3873 1.4877
H -3.9450 -2.6473 0.1942
H -5.3563 -1.9602 -0.3864
H -6.4080 -1.9685 1.8238
H -4.9115 -2.2105 2.6315